A single C5H7ClN4O4 molecule, computed with ωB97M-V with the def2-TZVPD basis set.

```
21
Properties=species:S:1:pos:R:3:nbo_charge:R:1
C -0.1747 0.9277 0.1425 -0.082
C 0.8417 0.0072 0.0065 0.520
C -1.5410 0.4891 -0.2004 -0.096
C -1.5290 -0.8191 -0.9630 -0.092
C 3.0500 -0.6555 0.1106 -0.290
N 0.6488 -1.3291 -0.1798 -0.321
N -0.5364 -1.7679 -0.4447 0.368
N -2.2054 0.2044 1.0517 -0.856
N -0.0259 2.2664 0.4627 0.494
O -0.8345 -2.9498 -0.4217 -0.305
O 1.0889 2.7769 0.6677 -0.363
O -1.1121 2.9138 0.5531 -0.439
O 2.1417 0.3966 0.2090 -0.428
Cl -0.9205 -0.4151 -2.5624 -0.002
H -2.0770 1.1571 -0.7505 0.255
H -2.5409 -1.0609 -1.0396 0.266
H 3.9523 -0.3264 -0.5336 0.190
H 2.7090 -1.5768 -0.3512 0.217
H 3.5812 -0.9632 0.9884 0.194
H -1.6167 -0.0827 1.8084 0.371
H -2.8993 0.8073 1.4463 0.397
```

Orbital gap (spin up / spin down), eV: 7.4380 / 7.4321
DFT total energy, Eh: -1174.65216
Strongest force on any atom, eV/Å: 4.6
Energy relative to the best compared isomer or geometry (same formula, charge and spin), kcal/mol: 0.0